[1]
Molecular formula: C26H26N2NiO4PTe
Method: DFT, ωB97M-V/def2-TZVPD

The geometry in ORCA input format:
```
! wB97M-V def2-TZVPD RIJCOSX def2/J DEFGRID3
* xyz -1 1
Ni 0.29 -0.71 1.23
O 4.17 -0.13 2.26
C 3.04 -0.01 1.79
O 1.99 -0.63 2.20
C 2.80 0.94 0.61
P 1.44 0.25 -0.38
C 0.96 1.65 -1.45
C -0.18 2.39 -1.15
C -0.52 3.49 -1.92
C 0.26 3.86 -3.00
C 1.40 3.12 -3.31
C 1.75 2.03 -2.54
C 2.27 -0.88 -1.55
C 3.51 -1.44 -1.26
C 4.08 -2.38 -2.12
C 3.41 -2.77 -3.26
C 2.16 -2.23 -3.55
C 1.59 -1.30 -2.70
H 3.71 1.17 0.07
H 2.38 1.86 1.03
H -0.79 2.11 -0.30
H -1.41 4.06 -1.66
H -0.01 4.72 -3.61
H 2.02 3.41 -4.16
H 2.63 1.45 -2.79
H 4.05 -1.14 -0.37
H 5.04 -2.80 -1.88
H 3.85 -3.50 -3.93
H 1.63 -2.54 -4.45
H 0.61 -0.88 -2.92
Te -0.65 1.43 2.68
C -2.45 2.09 1.77
C -2.56 3.39 1.27
C -3.73 3.83 0.66
C -4.82 2.98 0.53
C -4.72 1.68 1.02
C -3.55 1.25 1.63
H -1.72 4.07 1.36
H -3.79 4.85 0.29
H -5.73 3.31 0.05
H -5.56 1.00 0.92
H -3.48 0.23 2.00
C 0.50 -1.88 4.45
C 0.17 -2.81 3.34
N 0.03 -2.52 2.07
C -0.28 -3.69 1.41
C -0.32 -4.71 2.30
N -0.04 -4.14 3.52
H -0.12 -0.98 4.36
H 1.54 -1.57 4.38
H 0.31 -2.36 5.41
H -0.45 -3.70 0.35
H -0.52 -5.76 2.18
H 0.00 -4.60 4.41
C -2.59 -0.43 -1.67
O -1.34 -0.35 -0.99
C -1.30 -0.93 0.27
O -2.27 -1.56 0.63
H -2.46 0.13 -2.60
H -3.39 0.03 -1.08
H -2.86 -1.46 -1.88
*
```

Frontier orbital gap, eV: 6.122
Relative energy (zero: lowest compared OMol25 entry of this formula, charge and spin), kcal per mole: 0.0
Total energy, Eh: -3534.65491

Okay, here come the Löwdin numbers, in e, for every atom:
1. Ni 0.047
2. O 0.006
3. C -0.713
4. O -0.174
5. C -0.229
6. P 1.051
7. C -0.317
8. C -0.082
9. C -0.071
10. C -0.100
11. C -0.097
12. C -0.090
13. C -0.324
14. C -0.068
15. C -0.088
16. C -0.107
17. C -0.094
18. C -0.094
19. H 0.093
20. H 0.083
21. H 0.052
22. H 0.097
23. H 0.094
24. H 0.094
25. H 0.105
26. H 0.101
27. H 0.099
28. H 0.093
29. H 0.097
30. H 0.105
31. Te 0.869
32. C -0.672
33. C -0.195
34. C -0.122
35. C -0.125
36. C -0.116
37. C -0.168
38. H 0.081
39. H 0.090
40. H 0.086
41. H 0.095
42. H 0.082
43. C -0.018
44. C -0.341
45. N 0.049
46. C -0.111
47. C -0.093
48. N 0.089
49. H 0.009
50. H 0.079
51. H 0.074
52. H 0.109
53. H 0.098
54. H 0.147
55. C -0.077
56. O -0.192
57. C -0.534
58. O -0.007
59. H 0.085
60. H 0.077
61. H 0.083


[2]
Molecular formula: C26H26N2O3
Method: DFT, ωB97M-V/def2-TZVPD

The geometry in ORCA input format:
```
! wB97M-V def2-TZVPD RIJCOSX def2/J DEFGRID3
* xyz 0 1
C -7.18 -3.54 0.24
H -6.38 -4.39 0.09
H -7.64 -3.49 1.06
H -7.88 -3.60 -0.71
O -6.41 -2.55 -0.05
C -7.16 -1.29 0.21
O -8.40 -1.27 0.41
C -6.23 -0.01 -0.03
C -4.88 -0.14 -0.12
C -3.98 0.91 -0.09
C -4.65 2.44 -0.02
C -6.07 2.45 -0.03
C -6.76 1.06 0.02
H -7.83 1.42 0.26
H -6.42 3.32 -0.01
C -3.81 3.45 0.03
H -3.02 3.36 0.80
H -3.21 3.46 -0.94
H -4.27 4.47 -0.12
N -2.66 0.91 -0.07
C -1.89 -0.26 -0.40
O -2.38 -1.30 -0.20
C -0.40 0.17 -0.34
C 0.14 1.18 0.45
C 1.56 1.52 -0.08
C 2.44 0.54 -0.63
C 1.78 -0.74 -1.27
C 0.45 -0.63 -1.18
H -0.13 -1.67 -1.53
H 2.41 -1.26 -1.79
C 3.84 0.91 -0.79
N 4.39 1.02 0.44
C 4.34 -0.03 1.51
C 5.04 -1.45 1.00
C 6.39 -1.05 0.46
C 7.37 -1.80 0.23
C 8.60 -1.71 -0.52
C 8.92 -0.39 -0.36
C 8.00 0.65 -0.36
C 6.65 0.46 0.27
C 5.89 1.38 0.63
H 5.76 2.31 -0.05
H 5.99 1.86 1.47
H 8.23 1.49 -0.57
H 9.78 -0.12 -1.13
H 9.42 -2.59 -0.56
H 7.14 -3.13 0.46
H 5.31 -2.16 1.90
H 4.51 -1.75 0.15
H 3.12 -0.24 1.67
H 4.74 0.32 2.40
H 3.99 1.75 -1.38
H 4.51 0.04 -1.38
H 2.09 2.09 0.78
H -0.26 1.71 1.03
H -2.10 1.84 -0.02
H -4.41 -1.21 -0.13
*
```

Frontier orbital gap, eV: 8.024
Relative energy (zero: lowest compared OMol25 entry of this formula, charge and spin), kcal per mole: 477.2
Total energy, Eh: -1340.89388

Okay, here come the Löwdin numbers, in e, for every atom:
1. C -0.183
2. H 0.144
3. H 0.014
4. H 0.142
5. O -0.084
6. C -0.202
7. O 0.079
8. C -0.246
9. C 0.014
10. C -0.123
11. C -0.219
12. C 0.081
13. C -0.064
14. H 0.157
15. H 0.015
16. C -0.141
17. H 0.108
18. H 0.131
19. H 0.125
20. N 0.090
21. C -0.381
22. O 0.138
23. C -0.126
24. C 0.048
25. C 0.024
26. C -0.169
27. C 0.035
28. C -0.067
29. H 0.175
30. H 0.040
31. C -0.256
32. N -0.157
33. C -0.106
34. C -0.072
35. C -0.230
36. C -0.146
37. C -0.074
38. C -0.144
39. C 0.031
40. C -0.130
41. C -0.182
42. H 0.184
43. H 0.090
44. H -0.002
45. H 0.138
46. H 0.153
47. H 0.188
48. H 0.154
49. H 0.072
50. H 0.163
51. H 0.079
52. H 0.111
53. H 0.178
54. H 0.132
55. H -0.018
56. H 0.148
57. H 0.143


[3]
Molecular formula: C26H26N2O7
Method: DFT, ωB97M-V/def2-TZVPD

The geometry in ORCA input format:
```
! wB97M-V def2-TZVPD RIJCOSX def2/J DEFGRID3
* xyz 0 1
C -6.68 -0.60 2.70
H -5.95 -1.29 3.20
O -6.36 -0.66 1.21
C -5.22 -0.51 0.72
C -4.16 -0.27 1.35
C -3.01 0.06 0.95
C -2.90 -0.12 -0.30
C -3.94 -0.33 -1.37
C -5.19 -0.58 -0.75
O -6.23 -1.03 -1.33
C -6.27 -0.87 -2.71
H -6.04 -0.01 -3.28
H -7.19 -1.53 -3.16
H -5.48 -1.75 -3.02
H -3.79 -0.44 -2.44
C -1.61 0.33 -1.03
O -1.46 1.06 -1.96
N -0.46 -0.34 -0.65
C -0.31 -1.43 -0.08
H -0.16 -2.30 -0.58
C 0.56 -1.48 1.03
C 1.84 -1.12 0.67
C 3.11 -1.61 1.14
C 4.31 -1.48 0.69
C 4.46 -0.65 -0.93
C 3.38 -0.29 -1.26
C 2.06 -0.68 -0.68
C 0.88 0.31 -1.35
C 0.91 1.61 -1.02
C 0.80 2.15 0.20
C 0.93 3.67 0.28
C 1.27 4.37 -0.84
C 1.57 3.89 -1.94
C 1.36 2.36 -2.19
H 1.51 2.01 -3.14
H 1.87 4.69 -2.74
H 1.44 5.46 -0.70
N 0.67 4.12 1.90
O 0.82 5.33 1.81
O 0.19 3.46 2.60
H 0.55 1.49 1.12
H 0.70 0.01 -2.16
H 3.29 0.19 -2.15
O 5.53 -0.68 -1.39
C 6.76 -0.87 -1.05
H 7.27 -0.55 -0.03
H 7.63 -0.67 -1.70
H 7.08 -2.16 -0.87
O 5.55 -1.93 0.97
C 5.31 -2.65 2.34
H 5.06 -2.04 3.04
H 4.87 -3.59 2.15
H 6.66 -2.92 2.45
H 3.09 -2.37 2.10
H 0.46 -0.74 1.93
H 0.66 -2.32 1.88
H -1.44 -1.80 0.29
H -2.20 0.48 1.56
H -4.24 0.13 2.59
H -6.41 0.41 3.24
H -7.72 -0.92 2.69
*
```

Frontier orbital gap, eV: 7.792
Relative energy (zero: lowest compared OMol25 entry of this formula, charge and spin), kcal per mole: 687.1
Total energy, Eh: -1641.56020

Okay, here come the Löwdin numbers, in e, for every atom:
1. C 0.018
2. H 0.088
3. O -0.024
4. C -0.343
5. C -0.100
6. C -0.134
7. C -0.150
8. C 0.120
9. C -0.227
10. O -0.036
11. C -0.091
12. H 0.078
13. H 0.143
14. H 0.136
15. H 0.108
16. C -0.355
17. O 0.102
18. N 0.023
19. C -0.343
20. H 0.117
21. C -0.195
22. C -0.223
23. C -0.035
24. C -0.177
25. C -0.300
26. C -0.014
27. C 0.056
28. C -0.087
29. C -0.285
30. C 0.081
31. C 0.022
32. C -0.186
33. C -0.066
34. C 0.124
35. H 0.084
36. H 0.147
37. H 0.137
38. N -0.401
39. O 0.032
40. O 0.199
41. H 0.145
42. H 0.041
43. H 0.103
44. O 0.074
45. C -0.157
46. H 0.126
47. H 0.077
48. H 0.167
49. O -0.141
50. C 0.015
51. H 0.003
52. H 0.064
53. H 0.190
54. H 0.155
55. H 0.160
56. H 0.178
57. H 0.204
58. H 0.154
59. H 0.200
60. H 0.119
61. H 0.082


[4]
Molecular formula: C26H27AuBF2N6O2P
Method: DFT, ωB97M-V/def2-TZVPD

The geometry in ORCA input format:
```
! wB97M-V def2-TZVPD RIJCOSX def2/J DEFGRID3
* xyz 0 1
Au -0.02 0.01 -0.26
C 3.45 0.25 -0.80
N 2.39 0.17 0.18
C 2.69 0.15 1.43
C 1.72 0.03 2.47
C 1.94 0.03 3.85
C 0.68 -0.13 4.44
C -0.23 -0.23 3.38
N 0.39 -0.13 2.19
C 3.19 1.42 -1.73
C 3.62 2.70 -1.39
C 3.35 3.78 -2.21
C 2.63 3.59 -3.38
C 2.19 2.32 -3.73
C 2.47 1.24 -2.91
H 3.45 -0.67 -1.38
H 4.44 0.36 -0.33
H 3.74 0.23 1.74
H 2.89 0.15 4.35
H 0.45 -0.18 5.49
H -1.30 -0.37 3.45
H 4.17 2.84 -0.46
H 3.69 4.77 -1.93
H 2.42 4.44 -4.03
H 1.63 2.17 -4.64
H 2.13 0.25 -3.17
C -1.53 4.89 0.97
N -2.52 3.81 1.05
C -3.39 3.90 -0.12
N -2.69 3.89 -1.40
C -1.68 4.95 -1.40
N -0.75 4.89 -0.27
C 0.15 3.74 -0.36
P -0.80 2.16 -0.34
C -1.86 2.51 1.13
C -2.05 2.59 -1.63
H -0.85 4.80 1.82
H -2.06 5.84 1.04
H -3.95 4.84 -0.06
H -4.10 3.08 -0.10
H -2.20 5.91 -1.35
H -1.11 4.91 -2.33
H 0.84 3.75 0.49
H 0.74 3.79 -1.27
H -1.24 2.47 2.03
H -2.61 1.72 1.22
H -2.80 1.79 -1.65
H -1.56 2.59 -2.61
O -1.90 -2.46 1.06
C -0.96 -2.90 0.24
N -0.26 -2.14 -0.53
C 0.71 -2.99 -1.19
O 1.53 -2.59 -1.96
C 0.47 -4.38 -0.70
C 1.11 -5.57 -0.98
C 0.65 -6.71 -0.31
C -0.40 -6.64 0.60
C -1.04 -5.43 0.88
C -0.58 -4.32 0.20
H 1.93 -5.61 -1.69
H 1.12 -7.66 -0.50
H -0.72 -7.54 1.10
H -1.85 -5.37 1.59
F -3.19 -1.14 -0.41
B -2.80 -1.44 0.81
F -3.41 -0.94 1.86
*
```

Frontier orbital gap, eV: 5.515
Relative energy (zero: lowest compared OMol25 entry of this formula, charge and spin), kcal per mole: 20.7
Total energy, Eh: -2187.78218

Okay, here come the Löwdin numbers, in e, for every atom:
1. Au 0.666
2. C -0.201
3. N -0.047
4. C -0.125
5. C -0.372
6. C -0.086
7. C -0.125
8. C -0.216
9. N -0.023
10. C -0.227
11. C -0.050
12. C -0.102
13. C -0.111
14. C -0.090
15. C -0.053
16. H 0.105
17. H 0.113
18. H 0.123
19. H 0.089
20. H 0.077
21. H 0.084
22. H 0.114
23. H 0.103
24. H 0.100
25. H 0.101
26. H 0.106
27. C -0.191
28. N -0.148
29. C -0.194
30. N -0.151
31. C -0.191
32. N -0.147
33. C -0.293
34. P 0.871
35. C -0.304
36. C -0.313
37. H 0.129
38. H 0.126
39. H 0.125
40. H 0.127
41. H 0.125
42. H 0.126
43. H 0.099
44. H 0.071
45. H 0.092
46. H 0.083
47. H 0.084
48. H 0.088
49. O 0.256
50. C -0.253
51. N 0.084
52. C -0.347
53. O 0.149
54. C -0.083
55. C 0.017
56. C -0.051
57. C -0.052
58. C 0.019
59. C -0.077
60. H 0.126
61. H 0.109
62. H 0.109
63. H 0.125
64. F 0.269
65. B -0.851
66. F 0.285


Number 1: LUMO 2.73 eV, highest occupied orbital energy -3.39 eV. Number 2: LUMO -0.06 eV, highest occupied orbital energy -8.08 eV. Number 3: LUMO 0.30 eV, highest occupied orbital energy -7.49 eV. Number 4: LUMO -1.29 eV, highest occupied orbital energy -6.80 eV.